<a>
{"formula": "C4H4N2OS", "method": "the ωB97M-V functional and the def2-TZVPD basis", "lumo_ev": -0.701, "total_charge": 0, "species": ["C", "N", "C", "N", "C", "S", "C", "O", "H", "H", "H", "H"], "xyz": [[2.96, -0.16, 0.24], [1.82, 0.72, 0.01], [0.76, 0.08, -0.19], [0.58, -1.26, -0.31], [-0.67, -1.51, -0.07], [-2.02, -0.30, 0.20], [-0.69, 0.91, 0.00], [-0.85, 2.06, -0.18], [2.97, -1.08, -0.52], [2.55, -0.53, 1.29], [3.98, 0.44, 0.13], [-1.28, -2.55, -0.38]], "mulliken_charge": [-0.635, -0.424, 0.586, -0.443, 0.002, -0.102, 0.409, -0.423, 0.230, 0.275, 0.248, 0.276]}

<b>
{"formula": "C4H4N2OS", "method": "the ωB97M-V functional and the def2-TZVPD basis", "lumo_ev": -0.326, "total_charge": 0, "species": ["N", "C", "C", "C", "N", "O", "C", "S", "H", "H", "H", "H"], "xyz": [[-0.20, 2.71, 0.17], [-0.26, 1.51, 0.05], [0.00, 0.06, 0.23], [1.08, -0.71, -0.10], [2.31, -0.28, -0.61], [-0.96, -0.61, 0.94], [-2.28, -0.24, 0.62], [-2.84, 0.03, -0.85], [0.83, -1.75, 0.06], [2.38, 0.77, -0.86], [2.94, -0.94, -1.00], [-3.01, -0.55, 1.36]], "mulliken_charge": [-0.461, 0.121, 0.420, -0.135, -0.446, -0.347, -0.101, -0.180, 0.349, 0.245, 0.212, 0.323]}

Quick look at relative energies in kcal/mol: <a> 3.8; <b> 0.0.

<a>
{"formula": "C5H7N3", "method": "the ωB97M-V functional and the def2-TZVPD basis", "lumo_ev": [1.077, -1.416], "total_charge": 0, "multiplicity": 3, "species": ["C", "C", "C", "C", "C", "N", "N", "N", "H", "H", "H", "H", "H", "H", "H"], "xyz": [[1.03, 1.28, -0.21], [1.90, -1.00, -0.16], [-3.13, -0.09, 0.14], [-1.96, -0.62, -0.22], [2.07, 0.47, 0.44], [-0.17, 0.86, -0.43], [0.94, -1.74, -0.08], [-0.83, 0.02, 0.16], [1.41, 2.23, -0.82], [2.81, -1.20, -0.87], [-4.03, -0.58, 0.09], [-3.21, 0.90, 0.53], [-1.70, -1.57, -0.49], [3.02, 0.76, 0.33], [1.84, 0.29, 1.60]], "mulliken_charge": [-0.061, 0.137, -0.723, -0.070, -0.500, -0.107, -0.463, -0.322, 0.255, 0.267, 0.306, 0.264, 0.428, 0.410, 0.180]}

<b>
{"formula": "C5H7N3", "method": "the ωB97M-V functional and the def2-TZVPD basis", "lumo_ev": [0.483, -1.138], "total_charge": 0, "multiplicity": 3, "species": ["C", "C", "C", "C", "C", "N", "N", "N", "H", "H", "H", "H", "H", "H", "H"], "xyz": [[0.99, -1.92, 0.20], [1.93, -0.85, 0.14], [-0.78, -0.49, 0.13], [-3.16, 0.46, -0.05], [-1.82, 0.42, 0.09], [-0.27, -1.59, 0.19], [1.46, 0.31, 0.05], [2.11, 1.52, -0.05], [1.27, -3.05, 0.30], [3.04, -1.03, -0.09], [-3.63, 1.40, 0.11], [-3.88, -0.39, 0.05], [-1.49, 1.47, 0.10], [1.43, 2.29, -0.38], [2.81, 1.44, -0.79]], "mulliken_charge": [-0.565, 0.269, 0.730, -1.014, -0.182, -0.312, -0.004, -0.774, 0.320, 0.279, 0.286, 0.301, 0.152, 0.274, 0.240]}

Quick look at relative energies in kcal/mol: <a> 0.0; <b> 1.7.

<a>
{"formula": "C4H8S3", "method": "the ωB97M-V functional and the def2-TZVPD basis", "lumo_ev": [-0.031, -0.462], "total_charge": 0, "species": ["C", "C", "C", "C", "S", "S", "S", "H", "H", "H", "H", "H", "H", "H", "H"], "xyz": [[-1.80, 1.26, 0.03], [0.58, 0.51, 0.39], [-0.34, -1.74, -0.18], [0.88, -0.91, 0.07], [1.51, 1.83, -0.28], [2.35, -1.39, -0.84], [1.02, -0.37, 1.90], [-1.86, 2.03, 0.84], [-2.43, 0.43, 0.39], [-1.08, -1.33, 0.58], [-0.17, -2.82, 0.08], [-0.54, -1.52, -1.18], [0.96, 2.73, 0.55], [2.47, -0.11, -1.33], [-1.57, 1.40, -1.02]], "mulliken_charge": [-0.907, -0.068, -0.996, 0.310, -0.201, -0.169, -0.103, 0.319, 0.317, 0.164, 0.408, 0.283, 0.148, 0.123, 0.372]}

<b>
{"formula": "C4H8S3", "method": "the ωB97M-V functional and the def2-TZVPD basis", "lumo_ev": -0.016, "total_charge": 0, "species": ["C", "S", "C", "S", "C", "C", "S", "H", "H", "H", "H", "H", "H", "H", "H"], "xyz": [[-2.92, 0.11, 0.84], [-2.50, 0.36, -0.89], [-0.76, 0.85, -0.66], [0.22, -0.64, -0.54], [1.83, 0.00, -0.31], [2.85, -1.11, -0.18], [2.22, 1.59, -0.17], [-2.15, -0.52, 1.30], [-3.91, -0.39, 0.84], [-2.98, 1.09, 1.39], [-0.47, 1.42, -1.54], [-0.67, 1.39, 0.26], [2.87, -1.77, -1.03], [3.88, -0.73, 0.00], [2.50, -1.64, 0.70]], "mulliken_charge": [-0.764, -0.038, -0.740, -0.045, 0.374, -1.083, -0.269, 0.259, 0.305, 0.261, 0.404, 0.395, 0.315, 0.312, 0.315]}

<c>
{"formula": "C4H8S3", "method": "the ωB97M-V functional and the def2-TZVPD basis", "lumo_ev": -0.522, "total_charge": 0, "species": ["C", "C", "S", "C", "S", "S", "C", "H", "H", "H", "H", "H", "H", "H", "H"], "xyz": [[1.24, -1.95, 0.13], [0.16, -0.91, 0.12], [-1.52, -1.53, -0.23], [-2.41, -0.13, -0.09], [-3.99, 0.24, 0.01], [-1.39, 1.81, -0.06], [0.47, 2.45, -0.19], [0.96, -2.80, 0.82], [1.45, -2.62, -0.76], [2.21, -1.57, 0.44], [0.31, -0.15, -0.58], [0.11, -0.37, 1.04], [0.64, 3.21, 0.50], [0.64, 2.75, -1.18], [1.11, 1.59, 0.02]], "mulliken_charge": [-1.185, -0.436, -0.042, 0.131, -0.144, -0.159, -0.803, 0.293, 0.311, 0.327, 0.304, 0.539, 0.360, 0.303, 0.201]}

Quick look at relative energies in kcal/mol: <a> 93.1; <b> 0.0; <c> 49.9.